1.
{"formula": "C6H12O", "method": "ωB97M-V/def2-TZVPD", "smiles": "CC1(O)CCCC1", "fmax_ev_per_a": 0.31, "e_tot_ev": -8464.2964, "species": ["C", "C", "O", "C", "C", "C", "C", "H", "H", "H", "H", "H", "H", "H", "H", "H", "H", "H", "H"], "coordinates": [[-0.4652, 2.0947, 0.3562], [0.0978, 0.6869, 0.2428], [1.3469, 0.6334, 0.9447], [-0.8269, -0.4286, 0.7397], [-0.2078, -1.7235, 0.1686], [0.6684, -1.2690, -1.0306], [0.3782, 0.2291, -1.1914], [-0.6750, 2.3451, 1.4019], [-1.3889, 2.2035, -0.2234], [0.2687, 2.8139, -0.0215], [1.2301, 0.0872, 1.7299], [-0.9245, -0.4274, 1.8333], [-1.8337, -0.2669, 0.3372], [0.4054, -2.2313, 0.9208], [-0.9826, -2.4353, -0.1314], [0.4628, -1.8386, -1.9415], [1.7269, -1.4026, -0.7907], [-0.5169, 0.3955, -1.8057], [1.2065, 0.7871, -1.6379]], "forces_ev_per_angstrom": [[0.0, 0.0, 0.0], [-0.2, 0.0, -0.2], [0.0, -0.1, 0.2], [0.0, 0.0, 0.1], [0.0, -0.1, 0.0], [0.0, 0.0, 0.0], [0.0, 0.0, -0.1], [0.0, -0.1, -0.1], [0.1, 0.0, 0.1], [-0.1, -0.1, 0.1], [0.1, 0.1, 0.0], [0.1, 0.0, -0.1], [0.2, 0.0, 0.0], [-0.1, 0.1, -0.1], [0.1, 0.1, 0.0], [0.0, 0.1, 0.1], [-0.2, 0.0, -0.1], [0.1, 0.0, 0.1], [-0.1, -0.1, 0.1]]}

=====

2.
{"formula": "C6H12O", "method": "ωB97M-V/def2-TZVPD", "smiles": "C=C/C=C/CC.O", "fmax_ev_per_a": 3.19, "e_tot_ev": -8461.3604, "species": ["C", "C", "C", "C", "C", "C", "H", "H", "H", "H", "H", "H", "H", "H", "H", "H", "H", "H", "O"], "coordinates": [[2.3689, -0.2761, -0.1085], [1.6498, -1.5845, -0.4176], [-2.5073, -1.2115, 0.5437], [-1.5783, -0.5251, 1.2170], [-0.1479, -0.7677, 1.0980], [0.4002, -1.8180, 0.4198], [2.2628, 0.1552, 0.8828], [3.4422, -0.4698, -0.1824], [2.0906, 0.5415, -0.7724], [1.5313, -1.7670, -1.4828], [2.3157, -2.3921, -0.0679], [-3.5306, -1.2375, 0.8832], [-2.1858, -1.9258, -0.1980], [-1.8072, 0.2873, 1.8958], [0.4434, -0.2166, 1.8207], [-0.1149, -2.7717, 0.3493], [-0.0139, 4.9179, -1.2657], [-0.4666, 5.0838, -2.7201], [-0.6814, 4.6283, -1.8972]], "forces_ev_per_angstrom": [[0.7, 0.3, -0.4], [0.9, -1.3, 2.8], [0.2, -0.2, 0.7], [0.3, -0.6, 0.6], [-0.6, -1.1, 0.3], [-0.1, 1.6, -0.9], [-0.4, -0.5, 0.2], [0.0, 0.3, -0.4], [0.0, -0.1, -0.2], [-0.5, 0.2, 0.0], [0.3, 0.0, -0.5], [-0.3, 0.4, -0.4], [-0.1, -0.2, -0.1], [-0.5, -0.2, 0.3], [0.5, 1.0, -1.1], [-0.4, 0.3, -0.7], [-0.1, 0.0, -0.1], [0.0, -0.1, 0.2], [0.1, 0.1, -0.1]]}

=====

3.
{"formula": "C6H12O", "method": "ωB97M-V/def2-TZVPD", "smiles": "CC1(O)CCCC1", "fmax_ev_per_a": 0.39, "e_tot_ev": -8464.3134, "species": ["C", "C", "O", "C", "C", "C", "C", "H", "H", "H", "H", "H", "H", "H", "H", "H", "H", "H", "H"], "coordinates": [[-1.3844, 0.3863, -1.4499], [-0.6833, -0.2302, -0.2429], [-1.4716, -1.2742, 0.3360], [0.7293, -0.7478, -0.5905], [1.5564, -0.5131, 0.6744], [1.0556, 0.8569, 1.1444], [-0.4597, 0.7992, 0.8921], [-1.5057, -0.3423, -2.2604], [-0.7976, 1.2301, -1.8354], [-2.3757, 0.7534, -1.1677], [-1.4129, -2.0480, -0.2374], [0.7088, -1.7942, -0.9212], [1.1436, -0.1588, -1.4199], [1.3195, -1.2739, 1.4283], [2.6349, -0.5461, 0.4915], [1.5123, 1.6483, 0.5360], [1.2986, 1.0645, 2.1914], [-0.8910, 1.7791, 0.6593], [-0.9772, 0.4107, 1.7719]], "forces_ev_per_angstrom": [[-0.1, 0.0, 0.0], [0.2, 0.3, -0.1], [0.0, -0.2, -0.1], [0.0, 0.0, 0.0], [0.0, 0.0, 0.0], [0.0, 0.0, 0.0], [0.0, 0.0, 0.1], [0.0, 0.1, 0.1], [-0.1, -0.2, 0.1], [0.1, -0.1, 0.0], [-0.1, 0.1, 0.0], [0.0, 0.1, 0.1], [-0.1, 0.0, 0.1], [0.0, 0.1, -0.1], [-0.1, 0.0, 0.0], [0.0, -0.1, 0.1], [0.0, 0.0, -0.2], [0.1, -0.2, 0.0], [0.0, 0.1, 0.0]]}

=====

4.
{"formula": "C6H12O", "method": "ωB97M-V/def2-TZVPD", "smiles": "C=C(O)CCCC", "fmax_ev_per_a": 0.27, "e_tot_ev": -8463.5964, "species": ["C", "C", "O", "C", "C", "C", "C", "H", "H", "H", "H", "H", "H", "H", "H", "H", "H", "H", "H"], "coordinates": [[-1.1405, -1.6248, -0.7539], [0.1525, -1.2976, -0.7835], [1.1386, -2.1429, -0.3628], [0.7188, 0.0462, -1.1437], [1.2315, 0.7700, 0.1182], [0.2099, 0.7836, 1.2568], [-1.1261, 1.4116, 0.8379], [-1.9042, -0.9678, -1.1532], [-1.8279, 0.6327, 0.5261], [-1.4754, -2.5539, -0.2962], [0.7331, -3.0008, -0.1782], [1.5450, -0.0739, -1.8543], [-0.0557, 0.6453, -1.6335], [2.1600, 0.2962, 0.4573], [1.4792, 1.8059, -0.1502], [0.6404, 1.3106, 2.1163], [0.0340, -0.2463, 1.5906], [-1.5856, 1.9879, 1.6456], [-0.9994, 2.0897, -0.0153]], "forces_ev_per_angstrom": [[0.0, 0.0, -0.1], [-0.2, 0.2, -0.1], [-0.1, -0.2, 0.1], [-0.1, 0.0, -0.1], [0.1, 0.0, 0.0], [0.0, 0.0, 0.1], [-0.1, 0.0, 0.0], [0.2, 0.0, 0.1], [0.0, 0.2, 0.1], [0.1, 0.0, -0.3], [0.2, 0.1, 0.0], [-0.1, 0.0, 0.1], [0.1, -0.1, 0.1], [-0.1, 0.0, -0.1], [0.0, -0.2, 0.0], [-0.1, 0.0, -0.2], [0.0, 0.2, 0.0], [0.0, -0.1, -0.1], [0.0, 0.0, 0.2]]}

=====

5.
{"formula": "C6H12O", "method": "ωB97M-V/def2-TZVPD", "smiles": "C1=CCC1.COC", "fmax_ev_per_a": 0.32, "e_tot_ev": -8461.5396, "species": ["C", "O", "C", "C", "C", "C", "C", "H", "H", "H", "H", "H", "H", "H", "H", "H", "H", "H", "H"], "coordinates": [[1.7899, -1.3342, -0.2565], [0.3950, -1.4576, -0.1990], [0.2604, 1.2239, 1.3260], [-0.3272, 1.7754, 0.0465], [-1.7056, 1.3289, 0.6269], [-0.9156, 0.8303, 1.8164], [-0.1735, -1.6475, -1.4648], [2.1506, -1.2216, 0.7690], [2.0927, -0.4482, -0.8396], [2.2604, -2.2230, -0.7073], [1.2854, 1.1496, 1.6802], [-0.2154, 2.8537, -0.1140], [-0.0337, 1.2453, -0.8677], [-2.2213, 0.5589, 0.0413], [-2.4059, 2.1473, 0.8304], [-1.2170, 0.3080, 2.7198], [-1.2586, -1.5902, -1.3458], [0.1469, -0.8683, -2.1761], [0.0923, -2.6304, -1.8857]], "forces_ev_per_angstrom": [[0.3, 0.0, 0.0], [0.0, 0.0, 0.0], [0.0, 0.0, 0.1], [0.1, 0.1, -0.2], [-0.2, 0.0, -0.1], [0.1, 0.0, 0.1], [-0.2, -0.1, -0.3], [0.0, 0.0, -0.2], [-0.1, -0.1, 0.1], [-0.1, 0.1, 0.1], [-0.2, 0.0, 0.0], [0.0, -0.2, 0.0], [0.0, 0.1, 0.1], [0.1, 0.1, 0.1], [0.1, -0.1, 0.0], [0.1, 0.1, -0.1], [0.1, 0.0, -0.1], [0.0, -0.1, 0.1], [0.0, 0.1, 0.0]]}

=====

6.
{"formula": "C6H12O", "method": "ωB97M-V/def2-TZVPD", "smiles": "CC[C@@]1(C)C[C@H]1O", "fmax_ev_per_a": 0.32, "e_tot_ev": -8463.2121, "species": ["C", "C", "C", "C", "C", "C", "O", "H", "H", "H", "H", "H", "H", "H", "H", "H", "H", "H", "H"], "coordinates": [[-1.2334, 0.2844, -1.6537], [-0.8933, 0.8196, -0.2620], [0.3648, 0.1973, 0.3211], [1.6730, 0.4705, -0.4066], [0.4603, 0.0502, 1.8229], [0.2275, -1.1567, 0.9801], [-1.0259, -1.7568, 1.1268], [-1.3444, -0.8069, -1.6346], [-0.4515, 0.5184, -2.3841], [-2.1702, 0.7106, -2.0275], [-1.7308, 0.6156, 0.4133], [-0.7813, 1.9114, -0.2994], [1.5069, 0.7929, -1.4389], [2.2526, 1.2562, 0.0904], [2.3045, -0.4269, -0.4468], [-0.3877, 0.3752, 2.4201], [1.4306, 0.1874, 2.2947], [1.0582, -1.8551, 0.8469], [-1.2481, -2.1810, 0.2885]], "forces_ev_per_angstrom": [[0.0, 0.0, -0.1], [0.0, 0.0, 0.1], [0.0, 0.0, -0.1], [0.1, 0.0, -0.1], [0.0, 0.1, 0.2], [0.3, 0.0, 0.0], [-0.1, -0.1, -0.2], [0.0, 0.2, 0.0], [-0.1, 0.0, 0.1], [0.1, -0.1, 0.1], [0.1, 0.0, -0.1], [0.0, -0.1, 0.0], [0.0, -0.1, 0.1], [-0.1, -0.1, -0.1], [-0.1, 0.2, 0.0], [0.1, 0.0, -0.1], [-0.1, -0.1, -0.1], [-0.2, 0.1, 0.0], [0.0, 0.0, 0.2]]}

=====

Copy entry 3 word for word.
{"formula": "C6H12O", "method": "ωB97M-V/def2-TZVPD", "smiles": "CC1(O)CCCC1", "fmax_ev_per_a": 0.39, "e_tot_ev": -8464.3134, "species": ["C", "C", "O", "C", "C", "C", "C", "H", "H", "H", "H", "H", "H", "H", "H", "H", "H", "H", "H"], "coordinates": [[-1.3844, 0.3863, -1.4499], [-0.6833, -0.2302, -0.2429], [-1.4716, -1.2742, 0.3360], [0.7293, -0.7478, -0.5905], [1.5564, -0.5131, 0.6744], [1.0556, 0.8569, 1.1444], [-0.4597, 0.7992, 0.8921], [-1.5057, -0.3423, -2.2604], [-0.7976, 1.2301, -1.8354], [-2.3757, 0.7534, -1.1677], [-1.4129, -2.0480, -0.2374], [0.7088, -1.7942, -0.9212], [1.1436, -0.1588, -1.4199], [1.3195, -1.2739, 1.4283], [2.6349, -0.5461, 0.4915], [1.5123, 1.6483, 0.5360], [1.2986, 1.0645, 2.1914], [-0.8910, 1.7791, 0.6593], [-0.9772, 0.4107, 1.7719]], "forces_ev_per_angstrom": [[-0.1, 0.0, 0.0], [0.2, 0.3, -0.1], [0.0, -0.2, -0.1], [0.0, 0.0, 0.0], [0.0, 0.0, 0.0], [0.0, 0.0, 0.0], [0.0, 0.0, 0.1], [0.0, 0.1, 0.1], [-0.1, -0.2, 0.1], [0.1, -0.1, 0.0], [-0.1, 0.1, 0.0], [0.0, 0.1, 0.1], [-0.1, 0.0, 0.1], [0.0, 0.1, -0.1], [-0.1, 0.0, 0.0], [0.0, -0.1, 0.1], [0.0, 0.0, -0.2], [0.1, -0.2, 0.0], [0.0, 0.1, 0.0]]}